# 1
{
  "formula": "BaF6N3O12S6",
  "method": "ωB97M-V/def2-TZVPD",
  "symbols": ["Ba", "N", "S", "O", "O", "F", "S", "O", "O", "F", "N", "S", "O", "O", "F", "S", "O", "O", "F", "N", "S", "O", "O", "F", "S", "O", "O", "F"],
  "coordinates": [[-0.3051, 0.3170, 1.0380], [-1.8541, 1.6490, -0.4319], [-1.5639, 2.9531, -1.1954], [-2.2334, 4.1528, -0.7907], [-1.0333, 2.8655, -2.5617], [-0.1436, 3.1339, -0.4843], [-3.5046, 1.6535, -0.8132], [-3.9223, 1.6991, -2.1962], [-4.4660, 2.1176, 0.2230], [-3.7285, 0.0612, -0.6334], [2.0781, 1.0396, 0.0360], [3.5614, 0.8360, 0.8707], [4.4760, 1.9374, 0.9964], [4.1857, -0.4867, 0.6758], [2.9065, 0.6652, 2.3240], [2.7999, 1.0926, -1.2819], [3.3730, -0.1055, -1.8908], [3.3430, 2.4096, -1.5869], [1.3706, 1.1384, -2.1032], [-0.7619, -2.2487, 0.9947], [0.3964, -3.3131, 0.4817], [0.1217, -4.1136, -0.7171], [1.1434, -4.0070, 1.5114], [1.5028, -2.2698, 0.0306], [-1.5326, -3.2448, 1.7286], [-1.2395, -3.2628, 3.1644], [-2.1250, -4.3698, 1.0353], [-2.8444, -2.2999, 1.5760]],
  "atomic_forces_ev_per_a": [[-0.642, -0.416, 0.591], [-4.127, -0.756, -0.539], [5.901, 5.382, -4.625], [-0.764, -1.353, -0.125], [-2.255, -0.596, 2.219], [1.346, -0.153, 1.494], [-7.227, -4.242, 1.759], [1.907, 1.664, 1.188], [3.669, -0.011, -2.225], [1.256, 0.249, 0.666], [2.900, -0.148, 3.337], [4.910, -3.635, 6.162], [-2.243, -0.512, -0.860], [-2.399, 3.098, -0.325], [-0.458, 0.525, -1.043], [-4.165, -0.117, -10.889], [0.094, 2.297, 1.662], [0.458, -1.387, 0.750], [1.759, 0.020, 0.824], [6.884, 2.037, -4.862], [4.290, -4.116, -3.263], [-0.138, 2.708, 2.346], [-1.793, 1.158, -0.337], [-0.322, 1.553, -0.419], [-10.642, -4.130, 7.092], [-0.226, -0.250, -2.632], [2.516, 0.403, 0.888], [-0.489, 0.730, 1.168]],
  "energy_ev": -111040.08385,
  "spin_multiplicity": 2,
  "lumo_energy_ha": [-0.1363, -0.2996],
  "homo_ev": [-11.3365, -11.3360]
}


# 2
{
  "formula": "C4H8N2O",
  "method": "ωB97M-V/def2-TZVPD",
  "symbols": ["H", "N", "C", "N", "C", "C", "C", "O", "H", "H", "H", "H", "H", "H", "H"],
  "coordinates": [[1.4045, 1.0318, -2.2518], [1.0634, 0.0739, -2.2548], [0.5991, -0.3304, -1.1721], [0.1117, -1.4326, -0.5652], [0.1395, -0.1825, 0.2197], [1.0848, -0.1792, 1.3988], [-1.1882, 0.5340, 0.4498], [-2.0650, 0.4284, -0.6448], [-0.7288, -1.9209, -0.8293], [0.6073, -0.6214, 2.2719], [1.3776, 0.8405, 1.6421], [1.9747, -0.7543, 1.1578], [-0.9931, 1.5870, 0.7034], [-1.7158, 0.0716, 1.2905], [-1.6716, 0.8540, -1.4160]],
  "atomic_forces_ev_per_a": [[-0.175, -0.072, 0.322], [0.166, -0.077, -1.026], [0.071, 0.487, 0.706], [0.247, -0.776, 0.012], [-0.157, 0.286, 0.382], [-0.140, 0.064, -0.254], [0.255, 0.057, -0.019], [-0.196, -0.027, -0.238], [-0.282, 0.150, -0.151], [-0.040, -0.035, 0.089], [0.049, 0.076, 0.074], [0.047, -0.008, 0.017], [0.016, -0.167, 0.055], [0.139, 0.053, -0.011], [0.000, -0.010, 0.040]],
  "energy_ev": -9303.65767,
  "smiles": "[H]/N=C1/N[C@]1(C)CO",
  "e_above_lowest_kj_mol": 263.9,
  "lumo_energy_ha": 0.0287,
  "homo_ev": -9.3180
}


# 3
{
  "formula": "C47H48BaClF2N7SSi",
  "method": "ωB97M-V/def2-TZVPD",
  "symbols": ["Ba", "C", "N", "C", "C", "C", "C", "C", "C", "C", "N", "C", "C", "C", "C", "C", "C", "N", "C", "C", "H", "H", "H", "H", "H", "H", "H", "H", "H", "H", "H", "H", "H", "H", "H", "H", "H", "H", "H", "H", "F", "C", "C", "C", "C", "C", "F", "C", "C", "C", "C", "C", "C", "N", "H", "H", "H", "H", "H", "H", "N", "N", "C", "N", "S", "H", "H", "H", "H", "H", "C", "C", "C", "C", "C", "C", "Si", "C", "C", "C", "C", "C", "C", "H", "H", "H", "H", "H", "H", "H", "H", "H", "H", "H", "Cl", "C", "C", "C", "C", "C", "C", "C", "H", "H", "H", "H", "H", "H"],
  "coordinates": [[0.6550, -0.1747, -1.1760], [0.8696, -3.3856, -1.2215], [-0.4982, -2.9076, -1.1136], [-1.2007, -3.0752, -2.3761], [-1.1499, -3.4327, 0.0462], [-2.0444, -4.4842, -0.0358], [-2.5840, -5.0700, 1.1083], [-2.1593, -4.6048, 2.3411], [-1.2828, -3.5350, 2.4350], [-0.8078, -2.8510, 1.2980], [0.0310, -1.7700, 1.2930], [0.1023, -0.9238, 2.3739], [-0.9417, -0.6413, 3.2845], [-0.7885, 0.2223, 4.3593], [0.4129, 0.8722, 4.5745], [1.4454, 0.6650, 3.6635], [1.3082, -0.1841, 2.5736], [2.3769, -0.3969, 1.6437], [3.3943, 0.6385, 1.6078], [3.0099, -1.6930, 1.8595], [0.9164, -4.4762, -1.3699], [1.4092, -3.1231, -0.3115], [1.3486, -2.9158, -2.0863], [-1.2572, -4.1231, -2.7105], [-0.6831, -2.5194, -3.1596], [-2.2123, -2.6820, -2.2772], [-2.3259, -4.8611, -1.0097], [-3.2980, -5.8795, 1.0248], [-2.5164, -5.0710, 3.2544], [-0.9664, -3.1950, 3.4118], [-1.9078, -1.0955, 3.1153], [-1.6368, 0.4122, 5.0070], [0.5404, 1.5523, 5.4064], [2.3805, 1.1875, 3.8058], [4.0233, 0.6435, 2.5143], [2.9302, 1.6178, 1.4972], [4.0362, 0.4699, 0.7441], [3.5200, -1.7189, 2.8369], [3.7481, -1.8620, 1.0787], [2.2565, -2.4761, 1.8268], [3.0274, 5.2349, -1.7044], [3.3517, 3.9084, -1.7708], [2.3984, 2.9482, -1.5033], [2.7085, 1.5796, -1.5931], [4.0211, 1.2519, -1.9892], [4.9569, 2.2535, -2.2065], [6.2612, 1.9498, -2.5206], [4.6593, 3.5971, -2.1027], [4.3529, -0.1855, -2.2105], [5.2308, -0.5925, -3.2211], [5.4885, -1.9332, -3.4095], [4.8822, -2.8582, -2.5721], [4.0171, -2.3764, -1.6079], [3.7351, -1.0872, -1.4297], [1.4007, 3.2852, -1.2343], [5.4067, 4.3563, -2.2766], [5.6801, 0.1513, -3.8621], [6.1527, -2.2513, -4.2036], [5.0560, -3.9207, -2.6720], [3.5139, -3.0637, -0.9407], [-3.1518, -0.4532, -0.9964], [-2.9166, 0.1346, 0.2889], [-2.7720, 1.5970, 0.2229], [-4.0673, 2.1508, -0.1919], [-1.4309, 2.1280, -0.9165], [-2.6411, 0.1170, -1.6852], [-4.1344, -0.2759, -1.2017], [-2.0643, -0.2788, 0.6559], [-4.5733, 2.5855, 0.5712], [-3.9034, 2.8433, -0.9147], [-5.1719, 1.5677, 5.3197], [-4.1927, 2.5451, 5.4457], [-3.3077, 2.7760, 4.4025], [-3.3673, 2.0343, 3.2186], [-4.3620, 1.0585, 3.1102], [-5.2568, 0.8286, 4.1501], [-2.1131, 2.3012, 1.8221], [-1.8165, 4.1551, 1.7890], [-0.5363, 4.6326, 2.0696], [-0.2555, 5.9937, 2.0778], [-1.2597, 6.9082, 1.8046], [-2.5442, 6.4554, 1.5322], [-2.8158, 5.0960, 1.5294], [-5.8645, 1.3847, 6.1331], [-4.1213, 3.1276, 6.3569], [-2.5524, 3.5458, 4.5132], [-4.4117, 0.4539, 2.2118], [-6.0153, 0.0608, 4.0491], [-0.8219, 1.6775, 2.1668], [0.2616, 3.9247, 2.2574], [0.7525, 6.3359, 2.2781], [-1.0425, 7.9698, 1.7974], [-3.3337, 7.1649, 1.3144], [-3.8255, 4.7689, 1.3148], [-1.1267, -5.2205, -7.0673], [-0.4854, -3.8189, -6.2107], [0.7868, -3.8583, -5.6580], [1.2908, -2.7605, -4.9928], [0.5568, -1.5460, -4.8337], [1.0596, -0.4612, -4.0955], [-0.7451, -1.5656, -5.4171], [-1.2460, -2.6646, -6.0828], [1.3843, -4.7582, -5.7479], [2.2855, -2.8213, -4.5612], [0.5986, 0.5159, -4.2127], [2.1289, -0.4379, -3.9008], [-1.3700, -0.6854, -5.3185], [-2.2437, -2.6324, -6.5049]],
  "atomic_forces_ev_per_a": [[-0.271, -0.593, 0.753], [-0.014, -0.068, -0.009], [-0.218, 0.113, -0.289], [-0.198, -0.075, -0.046], [0.035, -0.013, -0.087], [0.021, -0.025, 0.053], [0.014, 0.025, -0.053], [-0.007, -0.027, 0.083], [-0.038, 0.097, 0.093], [0.158, -0.014, -0.048], [-0.169, 0.385, 0.008], [0.085, -0.100, 0.181], [0.133, -0.198, 0.016], [-0.060, -0.176, -0.006], [-0.041, 0.019, -0.113], [-0.026, 0.053, -0.145], [-0.012, -0.115, 0.086], [0.042, 0.081, -0.008], [-0.053, 0.050, 0.048], [-0.056, 0.015, -0.013], [0.017, 0.011, -0.003], [0.038, -0.007, 0.068], [0.017, -0.021, -0.040], [0.055, -0.013, 0.004], [-0.083, -0.104, 0.207], [0.009, 0.014, 0.037], [-0.003, -0.015, -0.020], [-0.005, -0.016, 0.014], [-0.007, 0.000, -0.018], [-0.037, 0.036, 0.029], [-0.072, -0.093, -0.003], [-0.008, -0.030, 0.009], [0.021, 0.027, 0.027], [0.069, 0.046, 0.001], [0.016, 0.012, 0.017], [-0.006, 0.017, -0.025], [-0.022, -0.032, -0.006], [0.002, -0.018, 0.006], [0.057, -0.018, -0.063], [-0.043, -0.041, 0.008], [0.051, -0.109, 0.016], [0.027, 0.077, 0.033], [0.189, -0.005, -0.053], [0.256, 0.486, -0.129], [-0.049, -0.237, -0.021], [0.090, 0.065, -0.044], [-0.074, 0.039, 0.027], [-0.063, -0.038, 0.003], [-0.019, 0.131, 0.139], [0.008, 0.077, -0.046], [0.020, -0.006, 0.006], [0.029, -0.023, -0.038], [0.009, 0.037, -0.048], [0.080, 0.071, -0.143], [-0.051, 0.010, 0.039], [0.015, 0.025, -0.005], [0.006, -0.019, 0.003], [0.000, -0.029, -0.012], [-0.007, -0.020, 0.001], [-0.023, -0.066, 0.043], [-0.059, 0.118, -0.056], [-0.190, -0.044, -0.062], [0.062, -0.236, -0.065], [-0.020, 0.214, -0.312], [-0.081, 0.329, -0.244], [-0.037, -0.082, 0.075], [0.181, -0.065, 0.121], [0.030, -0.095, 0.008], [0.003, -0.056, 0.044], [-0.041, -0.040, 0.120], [-0.016, 0.012, 0.037], [0.013, 0.024, -0.021], [-0.074, -0.006, -0.010], [-0.060, 0.007, 0.028], [0.019, -0.024, 0.091], [-0.002, -0.025, -0.012], [0.275, 0.012, 0.210], [-0.029, 0.099, -0.044], [0.027, 0.061, -0.073], [0.007, -0.060, -0.019], [-0.021, 0.046, 0.013], [0.007, 0.030, -0.019], [0.055, 0.006, 0.059], [-0.007, -0.008, 0.005], [0.004, 0.005, 0.012], [0.044, 0.028, -0.011], [-0.006, -0.005, -0.055], [0.004, -0.001, -0.011], [-0.061, 0.158, -0.058], [0.035, -0.055, 0.021], [0.011, 0.001, 0.009], [-0.006, 0.010, 0.001], [-0.014, 0.013, -0.003], [-0.056, -0.046, 0.000], [0.019, 0.051, 0.029], [-0.027, -0.041, -0.001], [0.041, -0.035, 0.022], [0.071, -0.023, -0.036], [0.144, 0.081, -0.054], [-0.023, -0.149, -0.046], [0.015, 0.041, -0.146], [-0.061, 0.012, -0.014], [-0.001, -0.009, -0.004], [0.023, 0.015, -0.014], [-0.070, 0.026, -0.028], [0.049, 0.016, -0.014], [-0.006, 0.036, 0.003], [-0.007, 0.002, -0.003]],
  "energy_ev": -97314.87214,
  "e_above_lowest_kj_mol": 0.0,
  "total_charge": -2,
  "lumo_energy_ha": 0.1443,
  "homo_ev": -1.2839
}